(A)
ORCA calculation (ωB97M-V/def2-TZVPD) on a cluster of 3 separate species, C3H8N2OS in total.

CARTESIAN COORDINATES (ANGSTROEM)
C1 2.003 -0.881 -1.121
C2 -1.270 2.135 0.188
C3 2.074 0.297 -0.536
N1 -0.260 -0.739 1.466
N2 -2.319 -1.823 0.536
O1 -1.764 1.343 -0.558
S1 -1.014 -1.082 0.180
H1 1.428 -1.042 -2.017
H2 2.524 -1.742 -0.733
H3 -0.672 1.819 1.059
H4 -1.378 3.222 0.057
H5 1.558 1.159 -0.927
H6 2.651 0.456 0.359
H7 -0.697 -1.053 2.325
H8 -2.865 -2.069 -0.279

As for the HOMO energy: -9.5 eV. The calculation puts the HOMO-LUMO gap at 9.8 eV. The multiplicity is 1. The charge is 0. The lowest unoccupied orbital energy comes out at 0.013 Ha.



(B)
ORCA calculation (ωB97M-V/def2-TZVPD) on the molecule C3H8N2OS.

CARTESIAN COORDINATES (ANGSTROEM)
C1 2.935 -0.570 -0.188
N1 1.586 -0.845 0.052
C2 0.533 -0.116 0.130
N2 -0.685 -0.710 0.562
S1 -2.261 -0.511 -0.160
O1 0.589 1.051 -0.365
C3 -0.251 2.076 0.186
H1 3.439 -1.161 0.757
H2 3.254 -0.833 -1.225
H3 3.145 0.562 0.139
H4 -0.402 -1.648 1.028
H5 -2.169 -1.313 -1.320
H6 -1.386 1.868 0.006
H7 -0.184 1.922 1.275
H8 0.147 2.916 -0.250

As for the HOMO energy: -8.7 eV. The calculation puts the HOMO-LUMO gap at 9.3 eV. The multiplicity is 1. The SMILES is C/N=C(/NS)OC. The charge is 0. The lowest unoccupied orbital energy comes out at 0.024 Ha.



(C)
ORCA calculation (ωB97M-V/def2-TZVPD) on the molecule C3H8N2OS.

CARTESIAN COORDINATES (ANGSTROEM)
N1 -2.196 0.704 1.130
S1 -1.253 0.107 0.021
N2 -1.831 -0.073 -1.443
C1 0.291 0.914 -0.604
C2 1.456 0.177 0.083
C3 0.976 -1.243 0.455
O1 -0.399 -1.082 0.704
H1 -1.585 0.668 1.965
H2 -2.757 -0.287 -1.465
H3 0.324 2.013 -0.564
H4 0.265 0.589 -1.619
H5 1.947 0.812 0.926
H6 2.281 0.258 -0.581
H7 1.154 -1.899 -0.314
H8 1.327 -1.659 1.306

As for the HOMO energy: -9.3 eV. The calculation puts the HOMO-LUMO gap at 10.1 eV. The multiplicity is 1. The SMILES is N=S1(=N)CCCO1. The charge is 0. The lowest unoccupied orbital energy comes out at 0.029 Ha.



Q: What are the energies relative to the best structure? A: (A) 15.2; (B) 0.0; (C) 22.3, in kcal/mol.



(A)
ORCA calculation (ωB97M-V/def2-TZVPD) on the molecule C3H8N2OS.

CARTESIAN COORDINATES (ANGSTROEM)
C1 -2.319 -0.608 -0.058
N1 -1.484 0.735 -0.110
C2 -0.295 0.300 0.036
N2 0.834 1.158 0.091
O1 0.572 2.381 -0.091
S1 0.294 -1.393 0.109
C3 1.917 -0.976 -0.259
H1 -1.987 -1.261 -0.738
H2 -2.234 -1.045 0.873
H3 -3.350 -0.262 -0.358
H4 1.273 0.887 1.149
H5 -0.431 2.278 0.096
H6 2.205 0.068 0.510
H7 2.142 -0.428 -1.044
H8 2.862 -1.835 -0.205

As for the HOMO energy: -8.9 eV. The calculation puts the HOMO-LUMO gap at 9.5 eV. The multiplicity is 1. The SMILES is C/N=C(/NO)SC. The charge is 0. The lowest unoccupied orbital energy comes out at 0.022 Ha.



(B)
ORCA calculation (ωB97M-V/def2-TZVPD) on the molecule C3H8N2OS.

CARTESIAN COORDINATES (ANGSTROEM)
H1 2.109 1.975 -0.221
N1 1.148 2.154 -0.018
C1 0.548 1.037 -0.156
C2 1.162 -0.305 -0.135
S1 2.897 -0.480 -0.048
N2 -0.853 1.086 -0.200
O1 -1.484 0.103 0.585
C3 -2.172 -0.902 -0.237
H2 0.814 -1.008 -0.967
H3 0.863 -0.860 0.827
H4 3.166 -0.891 1.419
H5 -1.150 1.854 0.418
H6 -2.619 -1.717 0.418
H7 -2.971 -0.420 -0.906
H8 -1.458 -1.627 -0.779

As for the HOMO energy: -9.6 eV. The calculation puts the HOMO-LUMO gap at 10.0 eV. The multiplicity is 1. The SMILES is [H]/N=C(\CS)NOC. The charge is 0. The lowest unoccupied orbital energy comes out at 0.014 Ha.



(C)
ORCA calculation (ωB97M-V/def2-TZVPD) on the molecule C3H8N2OS.

CARTESIAN COORDINATES (ANGSTROEM)
N1 -1.259 -0.043 1.512
C1 -1.179 -0.102 0.179
O1 -2.111 -0.023 -0.600
C2 0.138 -0.349 -0.328
N2 -0.048 -1.011 -1.673
C3 1.141 0.760 -0.366
S1 2.005 0.836 1.259
H1 -0.783 -0.389 2.318
H2 -2.219 0.401 1.807
H3 0.484 -1.349 0.376
H4 0.107 -1.990 -1.860
H5 -1.100 -0.978 -1.968
H6 0.812 1.770 -0.575
H7 1.849 0.227 -1.195
H8 2.163 2.240 1.116

As for the HOMO energy: -9.1 eV. The calculation puts the HOMO-LUMO gap at 9.8 eV. The multiplicity is 1. The SMILES is NC(=O)[C@@H](N)CS. The charge is 0. The lowest unoccupied orbital energy comes out at 0.025 Ha.



(D)
ORCA calculation (ωB97M-V/def2-TZVPD) on a structure of composition C3H8N2OS.

CARTESIAN COORDINATES (ANGSTROEM)
N1 0.015 2.413 -0.536
C1 -0.693 1.378 -0.012
C2 0.227 0.301 1.047
S1 2.460 -1.571 -0.397
C3 -0.977 -0.322 0.424
N2 -0.699 -1.262 -0.483
O1 -2.020 -0.377 1.085
H1 1.021 2.148 -0.494
H2 2.715 -2.687 -1.093
H3 -1.693 1.795 -0.026
H4 -0.212 1.415 -1.216
H5 0.054 0.710 2.031
H6 1.036 -0.422 0.879
H7 -1.484 -1.859 -0.691
H8 0.251 -1.660 -0.517

As for the HOMO energy: -7.4 eV. The calculation puts the HOMO-LUMO gap at 4.1 eV. The multiplicity is 1. The charge is 0. The lowest unoccupied orbital energy comes out at -0.123 Ha.



Q: What are the energies relative to the best structure? A: (A) 108.1; (B) 41.8; (C) 0.0; (D) 170.4, in kcal/mol.



(A)
ORCA calculation (ωB97M-V/def2-TZVPD) on a cluster of 3 separate species, C3H8N2OS in total.

CARTESIAN COORDINATES (ANGSTROEM)
C1 4.680 2.413 0.872
C2 -3.073 1.285 -0.954
C3 5.390 1.919 -0.073
N1 -2.278 -2.667 1.570
N2 -4.247 -2.205 0.211
O1 -2.643 0.482 -1.721
S1 -2.805 -2.715 0.133
H1 3.954 3.232 0.673
H2 4.583 2.002 1.931
H3 -3.637 2.219 -1.347
H4 -2.856 1.405 0.198
H5 5.348 2.216 -1.078
H6 6.079 1.085 -0.081
H7 -2.896 -2.055 2.171
H8 -4.699 -2.181 -0.611

As for the HOMO energy: -9.8 eV. The calculation puts the HOMO-LUMO gap at 9.5 eV. The multiplicity is 1. The charge is 0. The lowest unoccupied orbital energy comes out at -0.010 Ha.



(B)
ORCA calculation (ωB97M-V/def2-TZVPD) on the molecule C3H8N2OS.

CARTESIAN COORDINATES (ANGSTROEM)
N1 -2.028 -0.939 1.234
C1 -1.247 -1.050 0.124
O1 -1.634 -1.575 -0.897
C2 0.163 -0.473 0.256
N2 1.110 -1.116 -0.637
C3 0.084 1.034 0.016
S1 1.760 1.736 -0.040
H1 -1.749 -0.347 1.998
H2 -2.999 -1.192 1.164
H3 0.510 -0.617 1.282
H4 0.712 -2.007 -0.922
H5 1.179 -0.593 -1.508
H6 -0.473 1.474 0.840
H7 -0.425 1.232 -0.931
H8 1.367 2.948 -0.443

As for the HOMO energy: -9.2 eV. The calculation puts the HOMO-LUMO gap at 9.9 eV. The multiplicity is 1. The SMILES is NC(=O)[C@@H](N)CS. The charge is 0. The lowest unoccupied orbital energy comes out at 0.025 Ha.



(C)
ORCA calculation (ωB97M-V/def2-TZVPD) on the molecule C3H8N2OS.

CARTESIAN COORDINATES (ANGSTROEM)
N1 -0.788 -1.435 1.447
C1 -0.603 -0.059 1.760
O1 -0.935 0.341 2.857
N2 0.174 0.679 0.908
C2 0.605 0.208 -0.386
C3 -0.314 0.727 -1.511
S1 0.343 0.531 -3.165
H1 -1.070 -1.868 2.320
H2 0.112 -1.865 1.252
H3 0.763 1.329 1.398
H4 1.604 0.599 -0.584
H5 0.560 -0.864 -0.525
H6 -1.266 0.226 -1.357
H7 -0.539 1.767 -1.426
H8 1.354 -0.317 -2.988

As for the HOMO energy: -9.3 eV. The calculation puts the HOMO-LUMO gap at 9.9 eV. The multiplicity is 1. The SMILES is NC(=O)NCCS. The charge is 0. The lowest unoccupied orbital energy comes out at 0.023 Ha.



(D)
ORCA calculation (ωB97M-V/def2-TZVPD) on a structure of composition C3H8N2OS.

CARTESIAN COORDINATES (ANGSTROEM)
C1 0.586 -0.152 0.715
C2 1.146 0.418 -0.524
S1 4.094 -0.306 -0.640
N1 -0.561 -1.136 0.557
C3 -1.779 -0.419 0.184
N2 -1.554 0.907 -0.468
O1 -2.936 -0.870 0.216
H1 0.113 0.460 1.455
H2 1.393 -0.742 1.239
H3 0.963 1.515 -0.617
H4 2.274 0.537 -0.676
H5 0.789 -0.125 -1.438
H6 -0.386 -2.034 0.226
H7 -1.718 0.703 0.717
H8 -2.423 1.244 -0.944

As for the HOMO energy: -9.6 eV. The calculation puts the HOMO-LUMO gap at 6.6 eV. The multiplicity is 1. The charge is 0. The lowest unoccupied orbital energy comes out at -0.113 Ha.



Q: What are the energies relative to the best structure? A: (A) 111.4; (B) 0.0; (C) 5.2; (D) 172.9, in kcal/mol.